#a
Here is a cluster of 2 separate species, C5H14N2 in total from the OMol25 dataset. Energies are from ωB97M-V/def2-TZVPD.

Summary:
- lowest unoccupied orbital energy (eV) = 1.1
- HOMO (eV) = -8.30
- orbital gap (eV) = 9.373
- net charge = 0
- SMILES string = CC(C)=NN.CC

Each line ends with the natural charge from an NBO analysis.
Cartesian coordinates (Å):
N (-1.594, -0.737, -0.439)  -0.307
N (-2.259, -1.026, 0.713)  -0.694
C (2.725, -1.265, 0.274)  -0.602
C (-0.572, 0.896, -1.880)  -0.663
C (1.617, -0.400, 0.825)  -0.620
C (-1.151, 0.496, -0.544)  0.298
C (-1.433, 1.611, 0.438)  -0.700
H (-0.643, 2.364, 0.377)  0.216
H (2.475, -2.326, 0.376)  0.202
H (-0.098, 0.034, -2.358)  0.236
H (2.897, -1.046, -0.785)  0.201
H (-1.598, -1.396, 1.400)  0.349
H (0.654, -0.659, 0.295)  0.216
H (0.174, 1.683, -1.746)  0.210
H (3.660, -1.084, 0.811)  0.199
H (1.453, -0.589, 1.889)  0.198
H (-1.478, 1.243, 1.465)  0.238
H (-2.905, -1.802, 0.544)  0.356
H (-2.389, 2.076, 0.185)  0.239
H (-1.374, 1.261, -2.526)  0.230
H (1.840, 0.662, 0.688)  0.198


#b
Here is the molecule C5H14N2 from the OMol25 dataset. Energies are from ωB97M-V/def2-TZVPD.

Summary:
- lowest unoccupied orbital energy (eV) = 1.1
- HOMO (eV) = -8.57
- orbital gap (eV) = 9.681
- net charge = 0
- SMILES string = CNCCCCN

Each line ends with the natural charge from an NBO analysis.
Cartesian coordinates (Å):
N (1.914, 0.544, -0.489)  -0.623
N (-3.253, -0.145, 0.843)  -0.898
C (3.456, 0.265, -0.675)  -0.417
C (0.958, -0.379, -1.042)  -0.222
C (-0.655, 0.224, 0.769)  -0.391
C (-0.552, -0.002, -0.859)  -0.431
C (-1.930, -0.465, 1.480)  -0.207
H (1.159, -0.636, -2.075)  0.163
H (3.873, 0.031, -1.619)  0.182
H (-3.211, 0.445, 0.029)  0.374
H (3.596, -0.607, 0.131)  0.194
H (-3.923, -0.877, 0.980)  0.377
H (1.781, 1.428, -1.073)  0.336
H (-0.914, 1.276, 1.003)  0.199
H (0.194, -0.152, 1.251)  0.216
H (-0.772, 0.985, -1.285)  0.196
H (-1.430, -0.627, -1.114)  0.231
H (-1.888, -1.571, 1.611)  0.164
H (3.973, 1.160, -0.276)  0.206
H (-1.934, -0.133, 2.494)  0.171
H (1.207, -1.376, -0.578)  0.179


#c
Here is a structure of composition C5H14N2 from the OMol25 dataset. Energies are from ωB97M-V/def2-TZVPD.

Summary:
- lowest unoccupied orbital energy (eV) = 1.1
- HOMO (eV) = -8.96
- orbital gap (eV) = 10.045
- net charge = 0

Each line ends with the natural charge from an NBO analysis.
Cartesian coordinates (Å):
N (2.806, 0.544, 0.689)  -0.852
N (-0.635, -0.722, 0.035)  -0.616
C (-2.106, -0.121, 0.695)  -0.283
C (1.813, 0.056, -1.406)  -0.621
C (-3.037, -0.005, -0.483)  -0.618
C (1.695, -0.217, 0.095)  -0.049
C (0.332, 0.201, 0.611)  -0.247
H (-2.964, -0.967, -0.993)  0.217
H (-1.811, 0.885, 1.008)  0.201
H (0.155, 1.251, 0.356)  0.183
H (-4.083, 0.132, -0.205)  0.205
H (-2.779, 0.736, -1.235)  0.221
H (2.915, 0.472, 1.689)  0.355
H (-1.183, -1.180, 0.692)  0.364
H (1.894, 1.117, -1.610)  0.211
H (1.928, -1.275, 0.257)  0.169
H (0.923, -0.356, -1.890)  0.227
H (0.375, 0.211, 1.717)  0.169
H (3.655, 0.267, 0.230)  0.357
H (2.639, -0.486, -1.867)  0.201
H (-2.530, -0.542, 1.614)  0.207


Which structure is the least stable? The one labeled #c.


#a
Here is the molecule C5H14N2 from the OMol25 dataset. Energies are from ωB97M-V/def2-TZVPD.

Summary:
- lowest unoccupied orbital energy (eV) = 1.0
- HOMO (eV) = -8.55
- orbital gap (eV) = 9.532
- net charge = 0
- SMILES string = CC(C)[C@@H](N)CN

Each line ends with the natural charge from an NBO analysis.
Cartesian coordinates (Å):
N (-0.280, -1.844, -0.991)  -0.852
N (1.592, -1.158, 1.757)  -0.827
C (0.186, 1.394, -1.278)  -0.628
C (-1.620, 1.206, 0.655)  -0.606
C (1.326, -0.387, 0.547)  -0.235
C (-0.173, -0.726, -0.019)  -0.023
C (-0.861, 0.610, -0.623)  -0.245
H (2.015, -0.311, -0.213)  0.196
H (-2.664, 1.372, 0.352)  0.209
H (-1.701, 0.280, -1.186)  0.218
H (0.374, -1.656, -1.748)  0.358
H (0.862, 0.749, -1.831)  0.198
H (-1.658, 0.588, 1.496)  0.199
H (-0.788, -0.952, 0.810)  0.167
H (0.693, -1.421, 2.123)  0.352
H (-0.225, -2.678, -0.528)  0.360
H (-0.057, 2.140, -2.148)  0.221
H (2.112, -2.007, 1.420)  0.348
H (0.873, 1.818, -0.485)  0.220
H (-1.169, 2.281, 0.837)  0.203
H (1.163, 0.704, 1.051)  0.168


#b
Here is the molecule C5H14N2 from the OMol25 dataset. Energies are from ωB97M-V/def2-TZVPD.

Summary:
- lowest unoccupied orbital energy (eV) = 1.1
- HOMO (eV) = -8.64
- orbital gap (eV) = 9.711
- net charge = 0
- SMILES string = CNCC[C@H](C)N

Each line ends with the natural charge from an NBO analysis.
Cartesian coordinates (Å):
N (-1.766, -0.175, 1.314)  -0.629
N (1.413, -0.679, -2.406)  -0.839
C (-0.756, -1.015, 0.618)  -0.215
C (-1.420, -0.092, 2.764)  -0.425
C (-0.413, -0.283, -0.710)  -0.437
C (1.103, -0.194, -1.059)  -0.045
C (1.352, 1.362, -0.982)  -0.615
H (-2.250, -0.479, 3.354)  0.190
H (-0.531, -0.662, 3.089)  0.182
H (-1.814, 0.775, 0.979)  0.358
H (-1.177, -1.964, 0.186)  0.193
H (-0.957, 0.641, -0.995)  0.209
H (2.399, -0.540, -2.562)  0.358
H (0.078, -1.275, 1.248)  0.184
H (0.828, -0.226, -3.096)  0.354
H (-0.914, -0.815, -1.545)  0.212
H (2.366, 1.714, -0.996)  0.197
H (0.885, 1.779, -1.878)  0.190
H (1.900, -0.535, -0.337)  0.195
H (-1.204, 0.929, 3.097)  0.186
H (0.878, 1.737, -0.082)  0.198


Which structure is the least stable? The one labeled #a.


#a
Here is the molecule C26H28N2O4 from the OMol25 dataset. Energies are from ωB97M-V/def2-TZVPD.

Summary:
- lowest unoccupied orbital energy (eV) = 0.0
- HOMO (eV) = -8.01
- orbital gap (eV) = 8.043
- net charge = 0
- SMILES string = CCOC(=O)[C@H]1CCCN(C(=O)c2cc(-c3ccc(OCC)cc3)nc3ccccc23)C1

Each line ends with the natural charge from an NBO analysis.
Cartesian coordinates (Å):
O (-1.430, 2.115, -0.986)  -0.517
O (-2.741, -2.142, 2.316)  -0.604
O (-1.952, 0.056, -1.714)  -0.614
O (4.021, -2.034, -3.931)  -0.491
N (-3.447, -0.076, 1.747)  -0.439
N (1.559, 0.293, 1.406)  -0.459
C (-0.181, 2.109, -1.689)  -0.080
C (0.895, 0.695, 2.503)  0.239
C (1.557, 1.539, 3.420)  -0.206
C (3.361, -1.659, -2.805)  0.327
C (-0.449, 0.314, 2.765)  -0.128
C (1.767, -0.917, -0.620)  -0.148
C (0.916, 1.970, 4.547)  -0.206
C (0.867, 2.837, -0.867)  -0.630
C (-0.407, 1.582, 4.810)  -0.213
C (1.967, -1.735, -2.875)  -0.281
C (-4.554, 0.207, -0.655)  -0.404
C (-3.507, 1.271, -0.308)  -0.324
C (3.949, -1.192, -1.631)  -0.317
C (-1.080, 0.772, 3.937)  -0.183
C (1.183, -1.376, -1.803)  -0.120
C (-5.551, 0.057, 0.490)  -0.414
C (-2.484, -1.001, 1.983)  0.661
C (-4.836, -0.497, 1.728)  -0.223
C (-2.220, 1.048, -1.090)  0.821
C (5.970, -3.324, -3.208)  -0.638
C (3.156, -0.823, -0.564)  -0.137
C (-0.353, -0.967, 0.730)  -0.178
C (5.433, -2.096, -3.937)  -0.062
C (0.977, -0.516, 0.547)  0.210
C (-1.072, -0.529, 1.809)  -0.064
C (-3.219, 1.240, 1.215)  -0.214
H (-0.803, -1.645, 0.023)  0.232
H (-0.892, 1.927, 5.712)  0.215
H (5.696, -2.150, -4.997)  0.194
H (2.576, 1.820, 3.203)  0.222
H (1.074, 2.300, 0.054)  0.226
H (5.864, -1.176, -3.523)  0.170
H (1.523, -2.082, -3.794)  0.225
H (-6.355, -0.620, 0.204)  0.224
H (0.524, 3.839, -0.624)  0.209
H (5.692, -3.306, -2.157)  0.214
H (-4.830, -1.590, 1.723)  0.243
H (5.020, -1.108, -1.537)  0.217
H (1.426, 2.612, 5.250)  0.215
H (7.054, -3.353, -3.287)  0.215
H (-0.344, 2.615, -2.647)  0.181
H (-2.095, 0.461, 4.139)  0.219
H (1.786, 2.904, -1.442)  0.219
H (-2.199, 1.568, 1.413)  0.243
H (0.109, -1.429, -1.903)  0.224
H (-5.066, 0.477, -1.578)  0.220
H (-5.998, 1.029, 0.709)  0.194
H (-5.335, -0.162, 2.646)  0.194
H (3.608, -0.458, 0.346)  0.234
H (-4.046, -0.745, -0.824)  0.228
H (5.559, -4.226, -3.655)  0.216
H (-3.900, 1.928, 1.725)  0.206
H (0.117, 1.074, -1.883)  0.209
H (-3.863, 2.273, -0.564)  0.231


#b
Here is the molecule C26H28N2O4 from the OMol25 dataset. Energies are from ωB97M-V/def2-TZVPD.

Summary:
- lowest unoccupied orbital energy (eV) = 0.1
- HOMO (eV) = -8.47
- orbital gap (eV) = 8.563
- net charge = 0
- SMILES string = O=C(COc1ccc2c3c(c(=O)oc2c1)CCC3)NC1CCN(Cc2ccccc2)CC1

Each line ends with the natural charge from an NBO analysis.
Cartesian coordinates (Å):
O (4.156, 3.234, 0.417)  -0.627
O (-4.403, -1.706, -2.209)  -0.566
O (-2.767, -0.281, -1.752)  -0.481
O (0.985, 2.340, -0.916)  -0.507
N (3.688, -1.912, -0.007)  -0.438
N (3.411, 1.506, -0.853)  -0.622
C (-4.033, -0.779, -1.532)  0.755
C (3.270, 2.639, -0.158)  0.661
C (-1.308, -1.837, 0.831)  -0.238
C (0.468, -2.813, -0.449)  -0.229
C (1.362, -2.609, 0.597)  -0.046
C (3.347, -1.434, -1.332)  -0.223
C (-2.945, 1.368, 0.009)  -0.199
C (-4.278, 0.908, 0.236)  0.103
C (-0.859, -2.438, -0.333)  -0.155
C (-6.582, 0.717, 0.823)  -0.387
C (4.614, 0.696, -0.879)  -0.044
C (3.801, -0.819, 0.941)  -0.228
C (-6.176, -0.471, -0.069)  -0.418
C (-1.013, 2.756, 0.433)  -0.320
C (4.417, -0.469, -1.846)  -0.411
C (-0.301, 2.085, -0.566)  0.346
C (-0.426, -1.620, 1.876)  -0.210
C (-2.230, 0.714, -1.015)  0.436
C (2.818, -2.989, 0.452)  -0.230
C (-5.265, 1.391, 1.253)  -0.444
C (-0.920, 1.073, -1.291)  -0.315
C (1.814, 3.145, -0.103)  -0.158
C (-4.785, -0.116, -0.492)  -0.157
C (-2.310, 2.393, 0.713)  -0.135
C (4.915, 0.130, 0.512)  -0.418
C (0.897, -2.009, 1.761)  -0.211
H (-0.773, -1.155, 2.788)  0.211
H (-0.561, 3.567, 0.983)  0.225
H (-7.175, 0.401, 1.678)  0.215
H (-2.345, -1.552, 0.930)  0.208
H (2.856, -0.254, 1.036)  0.170
H (-7.177, 1.422, 0.242)  0.208
H (4.133, -0.101, -2.834)  0.212
H (3.210, -3.329, 1.415)  0.204
H (-1.543, -2.616, -1.149)  0.218
H (2.576, 1.115, -1.265)  0.418
H (3.296, -2.298, -2.000)  0.207
H (-2.853, 2.909, 1.490)  0.218
H (2.915, -3.808, -0.266)  0.202
H (5.006, 0.948, 1.226)  0.233
H (-5.343, 2.478, 1.270)  0.222
H (-6.164, -1.412, 0.487)  0.216
H (1.571, -1.859, 2.592)  0.209
H (5.859, -0.413, 0.475)  0.212
H (-6.837, -0.607, -0.923)  0.229
H (4.043, -1.243, 1.918)  0.204
H (-4.952, 1.063, 2.248)  0.221
H (5.445, 1.335, -1.200)  0.216
H (2.355, -0.944, -1.347)  0.158
H (1.786, 4.190, -0.431)  0.208
H (5.361, -1.005, -1.936)  0.221
H (0.811, -3.288, -1.357)  0.208
H (-0.381, 0.559, -2.070)  0.237
H (1.516, 3.102, 0.950)  0.205


Which structure is the least stable? The one labeled #b.


#a
Here is a cluster of 2 separate species, C11H20NP in total from the OMol25 dataset. Energies are from ωB97M-V/def2-TZVPD.

Summary:
- lowest unoccupied orbital energy (alpha / beta) (eV) = -0.2 / -0.2
- HOMO (alpha / beta) (eV) = -9.09 / -7.07
- orbital gap (alpha / beta) (eV) = 8.918 / 6.900
- net charge = 0

Each line ends with the natural charge from an NBO analysis.
Cartesian coordinates (Å):
P (2.936, 0.951, -1.584)  0.518
N (0.255, 0.878, -0.164)  -0.252
C (-3.345, 0.692, -1.004)  -0.605
C (3.827, 0.172, -0.486)  -0.518
C (4.945, -0.654, 0.088)  -0.437
C (-2.089, 0.005, -0.572)  -0.240
C (-1.108, 2.564, 1.041)  -0.635
C (-0.470, 2.129, -0.321)  -0.155
C (-1.882, -1.415, -1.091)  -0.389
C (3.709, -0.587, 0.803)  -0.232
C (-0.891, 0.873, -1.033)  -0.150
C (-0.804, -2.115, -0.239)  -0.599
C (3.574, 0.217, 2.078)  -0.597
H (5.835, -0.084, 0.174)  0.232
H (-2.200, 2.792, 1.007)  0.216
H (-3.316, 0.960, -2.042)  0.206
H (-2.079, -0.181, 0.563)  0.207
H (-2.733, -2.097, -1.103)  0.206
H (2.642, 0.217, 2.576)  0.225
H (-4.366, 0.134, -0.916)  0.212
H (-0.865, 1.781, 1.813)  0.228
H (0.106, -1.584, -0.221)  0.219
H (-0.901, 0.827, -2.139)  0.220
H (4.071, 1.213, 1.996)  0.214
H (-1.095, -2.061, 0.818)  0.192
H (5.084, -1.492, -0.536)  0.229
H (4.209, -0.439, 2.687)  0.206
H (-0.644, -3.050, -0.612)  0.201
H (3.179, -1.515, 0.919)  0.228
H (-3.479, 1.583, -0.303)  0.212
H (-0.585, 3.514, 1.343)  0.221
H (0.219, 2.836, -0.946)  0.226
H (-1.532, -1.465, -2.161)  0.191


#b
Here is the molecule C11H20NP from the OMol25 dataset. Energies are from ωB97M-V/def2-TZVPD.

Summary:
- lowest unoccupied orbital energy (eV) = 0.9
- HOMO (eV) = -7.41
- orbital gap (eV) = 8.302
- net charge = 0
- SMILES string = CCC(/C=C\C#[PH]C)=N\C(C)(C)C

Each line ends with the natural charge from an NBO analysis.
Cartesian coordinates (Å):
P (-3.101, -0.042, -0.264)  0.592
N (-0.077, 0.040, 0.514)  -0.427
C (1.366, -1.108, -1.124)  -0.640
C (2.179, 1.250, 1.052)  -0.436
C (0.143, 2.342, 0.163)  -0.369
C (0.690, 1.147, 0.673)  0.254
C (-1.606, 0.917, -0.473)  -0.169
C (3.108, 1.531, -0.143)  -0.583
C (-1.160, 2.173, -0.324)  -0.295
C (-0.849, -2.021, -0.451)  -0.616
C (1.078, -2.120, 1.205)  -0.621
C (-4.451, 1.261, -0.748)  -0.902
C (0.384, -1.296, 0.079)  0.114
H (-3.098, -0.661, -1.607)  -0.047
H (1.539, -1.897, -1.972)  0.226
H (2.797, 0.871, -0.843)  0.206
H (-0.478, -3.017, -0.778)  0.211
H (-5.414, 0.618, -0.952)  0.238
H (0.641, 3.334, 0.256)  0.219
H (1.068, -3.265, 1.043)  0.217
H (-1.163, -1.439, -1.318)  0.229
H (2.343, -0.914, -0.707)  0.197
H (-4.222, 1.926, -1.605)  0.223
H (-1.512, -2.233, 0.355)  0.224
H (-1.610, 3.023, -0.898)  0.248
H (4.134, 1.377, 0.168)  0.205
H (0.477, -1.945, 2.105)  0.223
H (-4.511, 1.881, 0.183)  0.225
H (2.121, -1.835, 1.331)  0.207
H (2.590, 0.401, 1.457)  0.204
H (2.329, 2.055, 1.827)  0.219
H (2.913, 2.621, -0.382)  0.204
H (1.053, -0.155, -1.614)  0.220


Which structure is the least stable? The one labeled #a.